[1]
DFT (wB97M-V/def2-TZVPD) results for 2 unconnected molecules or ions with the total composition C21H24N3S at a distorted geometry.

Cartesian coordinates (Å):
C (-2.7470, -1.4120, 2.8012)
C (-2.6368, -0.0712, 2.1166)
N (-1.2790, 0.4907, 2.0600)
C (-0.2927, -0.3333, 2.2154)
N (-0.3931, -1.6914, 2.4167)
C (-1.6980, -2.3197, 2.2490)
C (0.6606, -2.6160, 2.0775)
C (1.9706, -2.2510, 2.7316)
C (2.4649, -0.9462, 2.1569)
S (1.2887, 0.4376, 2.2059)
H (-2.6074, -1.3012, 3.8742)
H (-3.7230, -1.8572, 2.6161)
H (-3.0493, -0.1970, 1.0918)
H (-3.2550, 0.6726, 2.6253)
H (-1.6550, -3.2768, 2.7734)
H (-1.8724, -2.4872, 1.1745)
H (0.3444, -3.6094, 2.4227)
H (0.8127, -2.6512, 0.9861)
H (1.8528, -2.1709, 3.8153)
H (2.7037, -3.0360, 2.5156)
H (3.3369, -0.5822, 2.7105)
H (2.7142, -1.0765, 1.0968)
C (-2.1351, 3.7881, 1.7904)
C (-0.8196, 4.3600, 1.5275)
N (-0.2581, 4.4361, 0.3288)
C (0.9763, 5.0853, 0.0748)
C (1.7299, 5.8349, 0.9571)
C (2.9426, 6.3702, 0.4807)
C (3.3407, 6.1384, -0.8463)
C (2.5438, 5.4041, -1.7403)
C (1.3318, 4.8895, -1.2748)
C (0.2773, 4.1091, -1.8876)
C (-0.7007, 3.8478, -0.8947)
C (-1.8656, 3.1572, -1.1710)
C (-2.0384, 2.6520, -2.4727)
C (-1.0597, 2.8604, -3.4511)
C (0.1020, 3.5927, -3.1701)
H (-2.3946, 4.1401, 2.7975)
H (-2.8792, 4.2062, 1.0934)
H (-2.1696, 2.6818, 1.8056)
H (-0.2944, 4.9101, 2.3098)
H (1.3573, 5.9848, 1.9654)
H (3.5711, 6.9596, 1.1536)
H (4.2993, 6.5434, -1.1845)
H (2.8409, 5.2067, -2.7709)
H (-2.6113, 3.0213, -0.4028)
H (-2.9450, 2.0931, -2.7058)
H (-1.2130, 2.4409, -4.4484)
H (0.8807, 3.7594, -3.9110)

Calculated values
- energy above the lowest of the compared OMol25 structures with the same formula, charge and spin (kJ/mol) = 0.0
- highest occupied orbital energy (eV) = -10.70
- DFT total energy (eV) = -37465.8930
- net charge = +1


[2]
DFT (wB97M-V/def2-TZVPD) results for 2 unconnected molecules or ions with the total composition C2H3I2N at a distorted geometry.

Cartesian coordinates (Å):
C (0.7503, 1.1508, -0.1210)
C (0.7523, -1.1755, 0.5207)
N (-0.2949, 1.7587, -0.3230)
I (2.7247, 1.9801, 0.0335)
I (2.7075, -1.8605, -0.0507)
H (0.2533, -1.3528, 1.4199)
H (0.1912, -1.5839, -0.3243)
H (-0.4712, 2.6501, -0.5824)

Calculated values
- energy above the lowest of the compared OMol25 structures with the same formula, charge and spin (kJ/mol) = 311.3
- highest occupied orbital energy (spin up / spin down) (eV) = -8.44 / -8.44
- DFT total energy (eV) = -19810.0025
- net charge = 0


[3]
DFT (wB97M-V/def2-TZVPD) results for a molecular structure, C43H36N3O8P4S2Ti at a distorted geometry.

Cartesian coordinates (Å):
Ti (0.8204, -22.2111, -0.1678)
S (-0.0271, -20.1087, -1.1737)
C (-1.3465, -20.6307, -2.1581)
S (-1.7105, -22.3145, -2.3336)
C (-2.1305, -19.7445, -2.8421)
C (-3.1614, -20.2031, -3.7472)
N (-3.9560, -20.6013, -4.4926)
C (-2.0175, -18.3493, -2.6282)
N (-2.0151, -17.1999, -2.5395)
C (-1.4977, -24.3258, 4.5089)
C (-0.5240, -24.1772, 3.3243)
O (-1.1592, -24.6554, 2.1693)
P (0.0821, -22.4073, 3.1718)
O (-0.9566, -21.4922, 3.9109)
O (1.4221, -22.2367, 3.8225)
O (-0.0532, -22.0174, 1.6786)
P (0.8891, -25.4299, 3.5056)
O (1.8190, -25.5102, 1.0911)
O (1.7791, -24.7264, 4.6108)
O (1.4706, -24.5856, 2.1768)
H (-2.3920, -23.7884, 4.2685)
H (-1.0256, -23.9151, 5.4136)
H (-1.7507, -25.3688, 4.7177)
H (-0.6413, -24.5039, 1.4003)
H (-1.1963, -20.6715, 3.4343)
H (1.9105, -23.8133, 4.4882)
H (1.2078, -25.2423, 0.3959)
O (-0.0676, -23.8002, -0.6630)
C (-0.1578, -23.0596, -1.8154)
C (0.3856, -23.8067, -3.0377)
C (-0.2447, -25.0264, -3.3537)
C (0.0651, -25.7361, -4.5091)
C (1.0974, -25.2702, -5.3386)
C (1.6330, -24.0350, -5.0691)
C (1.2704, -23.2629, -3.9475)
P (2.0430, -21.6366, -3.7023)
C (3.4618, -21.7891, -4.8783)
C (4.3976, -22.7754, -4.5399)
C (5.5304, -22.9269, -5.2965)
C (5.8115, -22.1018, -6.4051)
C (4.8680, -21.1471, -6.7430)
C (3.7273, -20.9813, -5.9789)
C (0.9552, -20.4956, -4.6317)
C (-0.0504, -20.7339, -5.5523)
C (-0.7156, -19.7016, -6.1892)
C (-0.3319, -18.3965, -5.9989)
C (0.7018, -18.1130, -5.0952)
C (1.2988, -19.1416, -4.3856)
H (-0.9878, -25.4069, -2.6824)
H (-0.4021, -26.6930, -4.7821)
H (1.3612, -25.8053, -6.2549)
H (2.3071, -23.6416, -5.7867)
H (4.1769, -23.4255, -3.6853)
H (6.2141, -23.6472, -4.9559)
H (6.7845, -22.1847, -6.9519)
H (5.0329, -20.4679, -7.5612)
H (3.0451, -20.1537, -6.2349)
H (-0.3706, -21.7715, -5.7017)
H (-1.5343, -19.9446, -6.8474)
H (-0.9009, -17.6030, -6.4687)
H (0.9547, -17.0667, -4.8720)
H (2.0790, -18.9485, -3.6749)
N (2.6353, -22.1834, -0.1289)
P (4.0804, -21.8493, 0.3474)
C (5.1298, -21.3226, -1.0154)
C (4.6851, -20.2689, -1.7649)
C (5.4420, -19.7915, -2.8450)
C (6.6307, -20.4018, -3.2119)
C (7.1292, -21.4390, -2.4302)
C (6.3964, -21.8832, -1.3139)
C (4.9586, -23.2012, 1.1526)
C (5.7300, -22.9787, 2.2905)
C (6.4241, -24.0317, 2.8742)
C (6.3156, -25.3099, 2.3326)
C (5.5970, -25.5647, 1.1689)
C (4.9098, -24.4860, 0.5809)
C (4.2163, -20.4585, 1.5019)
C (3.4325, -20.5198, 2.6590)
C (3.5518, -19.5658, 3.6674)
C (4.5077, -18.5595, 3.5281)
C (5.2781, -18.4665, 2.3531)
C (5.1163, -19.4362, 1.3455)
H (3.7143, -19.8153, -1.5344)
H (5.0338, -18.9377, -3.4251)
H (7.1968, -20.0585, -4.0533)
H (8.0893, -21.8773, -2.6688)
H (6.8253, -22.6988, -0.7422)
H (5.7598, -21.9469, 2.7002)
H (6.9832, -23.9217, 3.7750)
H (6.8440, -26.0960, 2.8412)
H (5.5630, -26.5889, 0.7533)
H (4.2427, -24.7074, -0.2090)
H (2.7096, -21.2940, 2.7503)
H (2.9174, -19.6507, 4.5685)
H (4.6590, -17.7917, 4.2911)
H (6.0346, -17.6318, 2.2092)
H (5.7533, -19.3969, 0.4836)

Calculated values
- energy above the lowest of the compared OMol25 structures with the same formula, charge and spin (kJ/mol) = 428.0
- highest occupied orbital energy (eV) = -5.52
- DFT total energy (eV) = -147973.0334
- net charge = -1


[4]
DFT (wB97M-V/def2-TZVPD) results for C5H7NO in the gas phase.

Cartesian coordinates (Å):
O (-0.4656, 0.0219, -2.6875)
C (-0.0628, 0.6292, -1.7197)
N (0.9320, 0.1877, -0.8835)
C (1.0016, 0.5994, 0.5039)
C (0.1448, -0.2648, 1.4760)
C (-1.0323, -0.7938, 0.7864)
C (-1.9115, -1.1941, 0.0680)
H (-0.4315, 1.6393, -1.4542)
H (1.2029, -0.7665, -1.0894)
H (0.6664, 1.6402, 0.5541)
H (2.0460, 0.5803, 0.8308)
H (0.7383, -1.0953, 1.8773)
H (-0.1539, 0.3431, 2.3385)
H (-2.6745, -1.5265, -0.6006)

Calculated values
- energy above the lowest of the compared OMol25 structures with the same formula, charge and spin (kJ/mol) = 188.2
- highest occupied orbital energy (eV) = -9.76
- DFT total energy (eV) = -8834.2527
- net charge = 0


[5]
DFT (wB97M-V/def2-TZVPD) results for a molecular structure, C11H12F5N2O3Pd.

Cartesian coordinates (Å):
Pd (-0.1288, -0.5349, -0.1765)
C (-3.7786, 2.0611, 1.2932)
O (-3.1693, 2.7696, 0.2152)
C (-2.4648, 1.9720, -0.6300)
O (-2.4642, 0.7698, -0.5620)
N (-1.8052, 2.7586, -1.5308)
N (-0.9263, 2.1271, -2.4198)
H (-4.2678, 2.8158, 1.9037)
H (-3.0261, 1.5307, 1.8755)
H (-4.5064, 1.3413, 0.9216)
H (-1.5524, 3.6691, -1.1729)
H (0.0052, 2.0950, -2.0124)
H (-0.9253, 2.6442, -3.2874)
C (2.3820, 1.3130, -1.3689)
O (1.5054, 2.0612, -0.5487)
C (0.7269, 1.2676, 0.3157)
C (0.2124, 2.1576, 1.4045)
H (2.8389, 2.0107, -2.0743)
H (1.8405, 0.5246, -1.9051)
H (3.1534, 0.8278, -0.7698)
H (1.0387, 2.6233, 1.9627)
H (-0.3874, 1.5766, 2.1066)
H (-0.4118, 2.9943, 1.0382)
F (2.9991, -1.7119, -0.3550)
C (2.1356, -2.6788, 0.0445)
C (0.7843, -2.4172, 0.1570)
C (0.0380, -3.5046, 0.5663)
F (-1.3109, -3.3863, 0.7150)
C (0.5573, -4.7561, 0.8475)
F (-0.2274, -5.7815, 1.2427)
C (1.9175, -4.9598, 0.7190)
F (2.4578, -6.1655, 0.9854)
C (2.7151, -3.9078, 0.3137)
F (4.0447, -4.1067, 0.1855)

Calculated values
- energy above the lowest of the compared OMol25 structures with the same formula, charge and spin (kJ/mol) = 18.2
- highest occupied orbital energy (spin up / spin down) (eV) = -2.24 / -4.08
- spin multiplicity = 3
- DFT total energy (eV) = -37788.2985
- net charge = -1